Entry 1:
Formula: C25H69Cl2N3O11
Source: OMol25
Level of theory: ωB97M-V with the def2-TZVPD basis set

Values from the calculation:
Molecular weight: 658.74 g/mol
Structure (SMILES): COCCNCCOC.COCCNCCOC.COCCNCCOC.ClCCCl.CO.CO.CO.CO.CO
Gap between HOMO and LUMO: 9.127 eV
Electronic energy: -2905.88827 hartree
Energy above the lowest of the compared OMol25 structures with the same formula, charge and spin: 0.0 kJ/mol

Structure (ORCA input):
```
! wB97M-V def2-TZVPD RIJCOSX def2/J DEFGRID3
* xyz 0 1
Cl 3.784 -2.875 -3.049
Cl 1.300 -4.742 -4.883
O 1.786 0.215 -6.381
O 4.945 1.696 7.407
O -3.349 -3.788 -2.508
O -1.181 -0.197 2.698
O -3.210 -1.174 5.733
O -2.806 -2.082 -4.723
O -1.018 4.096 -2.071
O 0.240 -0.608 -2.013
O -1.180 -4.527 -1.085
O -4.334 1.939 -3.133
O 2.428 2.289 1.447
N -3.958 -0.814 2.979
N 0.713 1.361 -4.111
N 4.706 1.895 4.431
C -2.057 -0.690 1.616
C 2.169 -3.521 -2.554
C -4.856 -1.501 3.877
C -0.300 0.860 2.302
C -0.329 -3.967 -0.051
C -0.689 4.841 -0.906
C 2.136 1.147 -7.376
C 1.022 -3.521 -3.557
C 5.404 2.089 8.673
C -1.024 -1.046 -2.499
C 5.315 0.888 5.191
C 3.369 2.518 2.472
C -2.601 -1.637 6.959
C -0.214 2.467 -3.709
C -3.025 -1.701 2.344
C 0.072 3.239 -2.398
C -3.573 -0.818 -4.822
C -4.139 -2.148 5.100
C -4.206 3.224 -3.634
C 5.989 1.407 6.500
C 2.861 1.585 0.319
C -4.341 -3.505 -1.546
C 2.048 1.680 -4.493
C 3.745 1.386 3.448
C 2.574 0.360 -5.155
H 3.185 0.980 -7.617
H -3.561 1.948 -2.564
H -5.443 -2.275 3.382
H 0.281 0.703 -4.744
H 0.196 2.510 -1.598
H 0.097 -3.765 -3.035
H 2.973 3.330 3.082
H -4.967 3.442 -4.384
H -0.280 3.139 -4.565
H -0.861 1.751 2.018
H 0.329 0.507 1.485
H -2.919 -0.042 -5.218
H 2.115 2.571 -5.117
H 6.620 0.569 6.796
H -0.121 -2.964 -0.425
H -4.826 -2.520 5.860
H -4.456 3.962 -2.871
H -2.533 0.179 1.163
H 0.934 -2.542 -4.028
H -1.569 5.446 -0.687
H 3.381 0.670 0.601
H 3.628 0.316 -5.431
H 0.636 -4.467 0.031
H -1.234 2.086 -3.665
H -2.354 -2.308 2.951
H -5.287 -3.292 -2.045
H 1.571 0.914 -8.279
H 4.003 0.440 2.972
H 1.840 -2.900 -1.721
H 4.509 0.239 5.533
H 2.508 -0.447 -4.425
H 5.944 1.264 9.137
H 1.783 2.153 -7.148
H -3.372 -2.619 -4.164
H 4.283 2.948 2.061
H 2.047 1.225 -0.311
H 4.281 2.587 5.031
H 0.251 1.162 3.192
H -2.008 -2.479 6.601
H 2.350 -4.474 -2.057
H -4.651 -4.281 -0.846
H 3.552 2.113 -0.338
H -3.264 -2.033 7.728
H -1.335 -1.879 -1.869
H -0.832 -3.848 0.909
H -4.400 -1.014 -5.505
H 2.693 1.880 -3.638
H -1.116 -5.478 -0.971
H -3.617 -2.307 1.659
H 6.092 2.934 8.641
H -3.917 -0.373 -3.888
H 0.963 3.832 -2.607
H -3.227 3.235 -4.113
H 0.666 -0.025 -2.645
H 6.098 0.295 4.717
H -3.358 -0.265 3.578
H -1.040 -1.438 -3.516
H 4.482 2.199 9.245
H -1.557 -1.328 0.887
H -0.633 4.209 -0.019
H 0.118 5.528 -1.159
H -3.480 -2.949 4.764
H 2.869 1.050 4.004
H -2.674 -4.179 -1.949
H -4.059 -2.544 -1.114
H -5.546 -0.779 4.315
H 6.637 2.200 6.128
H -1.663 -0.166 -2.424
H -1.970 -0.858 7.386
*
```

=====

Entry 2:
Formula: C25H69N3O8
Source: OMol25
Level of theory: ωB97M-V with the def2-TZVPD basis set

Values from the calculation:
Molecular weight: 539.84 g/mol
Structure (SMILES): COC[C@H](C)N.COC[C@H](C)N.COC[C@H](C)N.CC(C)O.CC(C)O.CC(C)O.CC(C)O.CO
Gap between HOMO and LUMO: 9.407 eV
Electronic energy: -1759.87202 hartree
Energy above the lowest of the compared OMol25 structures with the same formula, charge and spin: 306.9 kJ/mol

Structure (ORCA input):
```
! wB97M-V def2-TZVPD RIJCOSX def2/J DEFGRID3
* xyz 0 1
O -1.517 -22.332 -20.333
O -6.363 -19.003 -18.731
O -9.450 -23.719 -10.487
O -12.944 -21.418 -15.994
O -7.654 -24.663 -23.257
O -7.409 -23.182 -17.637
O -2.646 -21.555 -12.635
O -10.500 -28.401 -20.089
N -4.572 -16.831 -16.142
N -10.646 -23.287 -14.017
N -5.097 -22.648 -15.783
C -10.676 -23.351 -16.441
C -12.582 -22.296 -14.976
C -5.476 -17.870 -16.639
C -8.673 -24.693 -11.133
C -14.177 -21.792 -16.604
C -7.918 -22.598 -18.822
C -6.869 -17.624 -16.128
C -7.810 -25.238 -10.002
C -6.960 -23.908 -22.314
C -1.560 -21.506 -18.202
C -6.645 -21.378 -14.389
C -11.058 -22.599 -15.154
C -6.629 -18.924 -20.119
C -11.633 -26.323 -20.257
C -2.311 -22.188 -19.254
C -1.231 -21.779 -12.899
C -6.457 -22.477 -15.410
C -5.423 -17.964 -18.198
C -10.687 -27.234 -19.456
C -9.283 -26.629 -19.215
C -1.087 -21.385 -14.336
C -0.913 -23.341 -12.628
C -7.822 -24.133 -12.238
C -3.672 -21.566 -19.464
C -7.301 -22.068 -16.691
H -9.724 -23.674 -14.159
H -8.774 -21.924 -18.811
H -9.884 -24.200 -9.778
H -2.118 -21.595 -17.270
H -6.908 -23.422 -15.109
H -14.956 -21.181 -16.148
H -11.023 -25.910 -21.060
H -8.553 -27.248 -18.694
H -7.395 -24.975 -12.782
H -12.438 -26.826 -20.793
H -10.546 -21.639 -15.224
H -1.329 -20.359 -14.613
H -9.650 -23.720 -16.415
H -4.420 -18.144 -18.584
H -8.903 -26.339 -20.195
H -5.996 -21.493 -13.521
H -4.410 -17.033 -15.165
H -5.183 -18.803 -16.158
H -3.407 -20.582 -19.851
H -11.178 -27.422 -18.500
H -5.759 -16.955 -18.435
H -7.566 -19.436 -20.334
H -4.244 -21.702 -18.546
H -7.149 -25.929 -10.526
H -4.854 -21.846 -16.346
H -12.762 -21.798 -14.023
H -1.640 -22.111 -14.932
H -7.652 -21.163 -14.033
H -7.574 -18.394 -16.441
H -1.457 -20.444 -18.425
H -14.124 -21.580 -17.672
H -7.308 -16.698 -16.499
H -0.648 -22.634 -20.056
H -0.803 -23.412 -11.546
H -7.535 -23.103 -21.857
H -6.924 -21.140 -17.122
H -13.102 -23.252 -14.914
H -9.384 -25.736 -18.600
H -6.479 -24.567 -21.591
H -6.293 -20.405 -14.730
H -0.041 -21.515 -14.616
H -4.144 -22.137 -20.263
H -6.775 -17.889 -20.430
H -9.974 -28.928 -19.482
H 0.083 -23.525 -13.030
H -8.098 -23.458 -19.467
H -0.531 -21.857 -18.127
H -0.656 -21.142 -12.228
H -5.013 -15.931 -16.017
H -3.231 -22.161 -13.096
H -2.495 -23.210 -18.924
H -6.141 -23.428 -22.851
H -14.648 -22.768 -16.484
H -6.839 -17.741 -15.045
H -7.092 -24.945 -23.983
H -7.072 -23.428 -11.879
H -8.448 -23.519 -12.884
H -9.360 -25.475 -11.457
H -11.985 -25.388 -19.821
H -10.661 -22.818 -13.122
H -5.291 -23.426 -16.397
H -7.061 -22.018 -19.164
H -8.388 -25.817 -9.281
H -11.388 -24.164 -16.579
H -5.865 -19.226 -20.836
H -10.645 -22.613 -17.243
H -8.334 -21.876 -16.398
H -1.634 -24.027 -13.072
H -7.173 -24.505 -9.509
*
```

=====

Entry 3:
Formula: C25H70O20S10
Source: OMol25
Level of theory: ωB97M-V with the def2-TZVPD basis set

Values from the calculation:
Molecular weight: 1011.48 g/mol
Gap between HOMO and LUMO: 8.875 eV
Electronic energy: -6480.82066 hartree
Energy above the lowest of the compared OMol25 structures with the same formula, charge and spin: 369.7 kJ/mol

Structure (ORCA input):
```
! wB97M-V def2-TZVPD RIJCOSX def2/J DEFGRID3
* xyz 0 1
S 3.764 -4.069 -2.144
S -0.280 -4.074 -0.839
S 4.155 3.486 1.408
S -5.259 0.565 0.591
S -1.999 4.296 4.239
S -2.248 4.262 -2.726
S 0.154 0.700 -0.259
S 0.091 -1.562 4.833
S 7.296 -0.980 0.490
S -5.101 -1.021 -5.783
O 7.445 -0.946 1.963
O 4.107 2.406 0.147
O 4.685 4.787 0.949
O 3.728 -5.110 -1.049
O 8.539 -0.159 -0.226
O 0.444 -3.307 -1.857
O -1.062 -2.966 0.202
O -5.585 -1.562 -7.047
O 0.406 2.135 0.113
O -1.127 -5.209 -1.215
O -5.925 -0.473 -4.774
O -0.884 -1.334 3.679
O -3.014 3.704 5.239
O 4.632 2.848 2.586
O -5.043 1.966 0.201
O 7.078 -2.215 -0.238
O -6.698 0.455 1.462
O -3.268 5.237 -2.097
O -4.229 -0.246 1.183
O -4.117 -2.091 -5.069
C 5.538 -3.964 -2.680
C 1.082 -3.119 4.452
C 5.987 0.201 -0.058
C -0.536 4.548 -1.891
C 10.440 1.211 -0.150
C -7.755 1.270 1.020
C -3.293 -3.546 0.826
C 3.711 -2.441 -1.329
C -8.670 1.475 2.173
C 3.097 1.789 -1.869
C -5.808 -0.318 -0.961
C -2.430 -2.691 -3.547
C -1.410 2.724 3.470
C -3.760 -1.937 -3.718
C -3.056 5.031 2.912
C 3.834 2.988 -1.207
C 1.260 -0.313 0.723
C -1.508 0.180 0.407
C -3.712 0.123 -6.377
C -0.765 -2.202 6.390
C -2.738 2.655 -2.005
C -1.826 -3.541 1.186
C 9.012 0.997 0.417
C 0.978 -4.567 0.483
C 2.327 3.646 1.733
H -1.642 -2.183 -4.104
H -0.329 5.616 -1.834
H 4.140 -2.528 -0.330
H 8.353 1.786 0.054
H -5.272 0.021 -1.848
H -4.580 -2.327 -3.115
H 5.821 -4.908 -3.145
H 5.746 -3.117 -3.335
H 1.710 -5.168 -0.057
H -4.104 0.715 -7.204
H -1.886 -0.557 -0.302
H 0.515 -5.018 1.360
H 5.093 0.022 0.539
H -2.678 4.985 1.891
H -3.941 -3.784 1.670
H -0.419 4.157 -0.880
H 1.987 2.612 1.804
H -3.717 2.267 -2.287
H -2.065 1.975 -2.526
H -1.542 -4.572 1.396
H -3.480 -4.327 0.089
H -1.495 -2.986 6.187
H -6.807 0.056 -1.185
H 11.051 0.329 0.042
H 4.738 3.267 -1.749
H 1.563 -3.703 0.801
H 9.001 0.996 1.507
H 1.232 -1.337 0.349
H -8.959 0.600 2.756
H 10.846 2.127 0.281
H -3.381 6.040 3.167
H -8.453 0.819 0.314
H 2.156 1.868 -1.324
H 6.046 -3.810 -1.728
H -1.781 1.872 4.039
H -3.426 0.801 -5.573
H 1.440 -3.462 5.422
H 1.964 -2.887 3.855
H 0.149 4.011 -2.547
H -7.369 2.217 0.646
H -4.028 4.537 2.888
H 10.370 1.415 -1.219
H 0.922 -0.292 1.759
H 6.249 1.243 0.127
H -1.710 -2.921 2.075
H -3.716 -0.899 -3.388
H -3.573 -2.612 0.339
H -5.859 -1.389 -0.770
H 2.665 -2.134 -1.337
H 4.317 -1.667 -1.801
H -1.392 -0.452 1.287
H -1.239 -1.383 6.931
H -2.593 2.623 -0.925
H -8.142 2.128 2.867
H -9.537 2.039 1.828
H 0.017 -2.661 6.995
H 3.208 3.879 -1.161
H 5.733 -0.025 -1.094
H -1.936 2.484 2.545
H -2.459 -3.738 -3.848
H -2.198 -2.585 -2.487
H -0.339 2.798 3.279
H 2.295 -0.047 0.508
H 2.932 1.941 -2.936
H 1.765 4.180 0.967
H 2.282 4.087 2.729
H -2.161 0.938 0.838
H 3.538 0.808 -1.697
H -2.919 -0.561 -6.681
H 0.601 -3.945 3.928
*
```

=====

| no. | HOMO level (eV) |
| --- | --- |
| 1 | -8.73 |
| 2 | -8.80 |
| 3 | -8.77 |